--- one ---
Here is a 2-piece molecular cluster, C2H2O4 overall from OMol25. Energies are from ωB97M-V with the def2-TZVPD basis set.

Geometry as ORCA input:
```
! wB97M-V def2-TZVPD RIJCOSX def2/J DEFGRID3
* xyz 0 1
C 1.54 0.24 0.01
C -1.46 0.46 -0.03
O 2.22 0.58 -0.91
O -1.86 0.98 0.97
O 1.88 -0.51 1.02
O -2.03 -0.32 -0.93
H 2.66 -1.01 0.78
H -2.94 -0.41 -0.90
*
```

## Properties
Kohn-Sham gap (spin up / spin down) = 0.31535 / 0.30959 Ha
Highest occupied orbital energy (spin up / spin down) = -9.31 / -9.25 eV
LUMO level (spin up / spin down) = -0.7 / -0.8 eV

These are the Löwdin partial charges, in e, on atoms 1 to 4:
1. C -0.300
2. C -0.273
3. O 0.092
4. O 0.088

***

--- two ---
Here is the molecule C2H2O4 from OMol25. Energies are from ωB97M-V with the def2-TZVPD basis set.

Geometry as ORCA input:
```
! wB97M-V def2-TZVPD RIJCOSX def2/J DEFGRID3
* xyz 0 1
O -1.41 1.37 0.38
C -0.47 0.45 0.39
O 0.64 0.49 1.31
O 1.25 -0.54 0.65
C 0.32 -0.46 -0.38
O 0.48 -1.03 -1.52
H -2.28 0.99 0.60
H 1.46 -1.28 -1.43
*
```

## Properties
Kohn-Sham gap = 0.31180 Ha
Highest occupied orbital energy = -7.98 eV
SMILES = Oc1ooc1O
LUMO level = 0.5 eV

These are the Löwdin partial charges, in e, on atoms 1 to 4:
1. O 0.107
2. C -0.264
3. O 0.017
4. O 0.028

***

Which structure wins on stability? one wins.

***

--- one ---
Here is C7H16O2 as an isolated structure from OMol25. Energies are from ωB97M-V with the def2-TZVPD basis set.

Geometry as ORCA input:
```
! wB97M-V def2-TZVPD RIJCOSX def2/J DEFGRID3
* xyz 0 1
C -1.39 0.26 -0.70
C -2.17 -0.79 -1.44
C -2.15 1.03 0.36
O -0.56 0.97 -1.48
H 0.19 1.30 -0.81
H -0.52 -0.40 0.11
H -2.63 0.36 1.07
H -2.68 -1.46 -0.75
H -2.93 -0.31 -2.06
H -1.51 -1.36 -2.10
H -1.47 1.70 0.89
H -2.93 1.63 -0.13
C 2.39 1.41 0.38
C 1.46 -1.38 -0.41
C 0.73 -0.61 0.66
C 0.68 -0.96 1.95
O 1.02 1.09 0.41
H 2.92 0.88 1.19
H 2.86 1.14 -0.58
H 2.50 2.48 0.54
H 1.13 -2.42 -0.40
H 2.54 -1.36 -0.24
H 1.24 -0.94 -1.39
H 0.18 -0.35 2.69
H 1.09 -1.91 2.27
*
```

## Properties
Kohn-Sham gap = 0.28939 Ha
Highest occupied orbital energy = -7.55 eV
LUMO level = 0.3 eV

These are the Löwdin partial charges, in e, on atoms 1 to 4:
1. C -0.524
2. C -0.026
3. C -0.028
4. O -0.038

***

--- two ---
Here is C7H16O2 as an isolated structure from OMol25. Energies are from ωB97M-V with the def2-TZVPD basis set.

Geometry as ORCA input:
```
! wB97M-V def2-TZVPD RIJCOSX def2/J DEFGRID3
* xyz 0 1
C -1.07 0.37 1.17
C -1.52 -0.92 0.54
C -1.15 0.38 2.67
C -1.70 1.59 0.53
C 0.80 0.52 0.81
H -1.08 -1.78 1.04
H -1.25 -0.94 -0.51
H -2.61 -1.00 0.59
H -0.69 -0.51 3.10
H -0.68 1.26 3.10
H -2.21 0.37 2.97
H -2.79 1.54 0.65
H -1.35 2.50 1.01
H -1.47 1.61 -0.53
H 1.14 -0.25 1.50
H 1.65 0.40 0.13
H 0.99 1.46 1.31
C 1.81 -1.10 -2.83
C 3.06 -1.46 -3.05
O 1.50 0.13 -2.34
O 0.15 0.17 -1.89
H 0.34 0.61 -0.74
H 0.95 -1.74 -2.97
H 3.29 -2.45 -3.40
H 3.89 -0.78 -2.87
*
```

## Properties
Kohn-Sham gap = 0.33811 Ha
Highest occupied orbital energy = -8.47 eV
LUMO level = 0.7 eV

These are the Löwdin partial charges, in e, on atoms 1 to 4:
1. C -0.510
2. C -0.070
3. C -0.075
4. C -0.071

***

Which structure wins on stability? one wins.

***

--- one ---
Here is the molecule C7H8S from OMol25. Energies are from ωB97M-V with the def2-TZVPD basis set.

Geometry as ORCA input:
```
! wB97M-V def2-TZVPD RIJCOSX def2/J DEFGRID3
* xyz 0 1
C -0.62 0.74 1.61
C -0.10 0.79 0.10
C -1.27 1.01 -0.87
C 0.62 -0.49 -0.27
C 1.66 -1.27 0.14
C 1.97 -2.28 -0.78
S 0.88 -2.91 -1.84
C 0.29 -1.35 -1.69
H -1.33 1.56 1.69
H 0.26 0.99 2.25
H -0.89 -0.39 1.69
H 0.65 1.67 0.10
H -0.87 1.74 -1.57
H -2.19 1.35 -0.29
H -1.35 -0.02 -1.38
H 2.30 -1.14 1.12
*
```

## Properties
Kohn-Sham gap = 0.27930 Ha
Highest occupied orbital energy = -8.19 eV
SMILES = CC(C)C1=CC#S#C1
LUMO level = -0.6 eV

These are the Löwdin partial charges, in e, on atoms 1 to 4:
1. C -0.064
2. C -0.421
3. C -0.083
4. C -0.213

***

--- two ---
Here is the molecule C7H8S from OMol25. Energies are from ωB97M-V with the def2-TZVPD basis set.

Geometry as ORCA input:
```
! wB97M-V def2-TZVPD RIJCOSX def2/J DEFGRID3
* xyz 0 1
C -2.74 -1.01 0.00
C -1.55 -0.39 0.00
C -1.44 1.07 -0.01
C -0.30 1.75 0.00
S 1.32 1.06 0.00
C 0.94 -0.66 -0.01
C 2.19 -1.52 0.00
C -0.29 -1.16 0.00
H -2.83 -2.09 0.00
H -3.65 -0.44 0.00
H -2.39 1.63 0.01
H -0.28 2.83 0.01
H 2.81 -1.30 0.89
H 1.91 -2.58 0.00
H 2.80 -1.32 -0.87
H -0.38 -2.25 0.00
*
```

## Properties
Kohn-Sham gap = 0.30709 Ha
Highest occupied orbital energy = -7.50 eV
SMILES = C=C1C=CSC(C)=C1
LUMO level = 0.9 eV

These are the Löwdin partial charges, in e, on atoms 1 to 4:
1. C 0.039
2. C -0.324
3. C -0.133
4. C -0.403

***

Which structure wins on stability? two wins.